# 1
{"formula": "C5H7N3O", "method": "ωB97M-V/def2-TZVPD", "orbital_gap_ev": 9.174, "charge": 0, "e_tot_ev": -11812.0407, "largest_force_ev_per_a": 2.22, "e_homo_ev": -8.5, "de_lowest_kcal_mol": 100.3, "species": ["C", "C", "N", "C", "C", "N", "N", "C", "O", "H", "H", "H", "H", "H", "H", "H"], "positions_angstrom": [[-0.23179, -1.07239, 1.40870], [0.12816, -0.77621, -0.02974], [-0.82611, -1.33219, -0.99451], [-0.87930, 0.09689, -1.09701], [-1.14099, 1.24463, -0.19534], [-0.09347, 1.93396, 0.22585], [1.15818, 1.37314, -0.06239], [1.39095, 0.00949, -0.26251], [2.43322, -0.50482, -0.51538], [-0.04067, -0.19755, 2.04674], [-1.27698, -1.36997, 1.51446], [0.38729, -1.94514, 1.70467], [-0.31508, -1.74678, -1.77544], [-0.49955, 0.50774, -2.04884], [-2.08216, 1.71677, 0.13094], [1.88830, 2.06242, -0.05021]], "forces_ev_per_a": [[0.2, 0.3, -0.1], [-1.5, 0.8, -1.5], [0.7, -0.3, 0.9], [1.0, 0.0, 0.7], [0.5, 1.4, 1.2], [-1.2, -1.5, -1.0], [-0.7, -0.2, 0.0], [-1.5, -0.4, 0.0], [1.9, 0.2, -0.4], [0.1, -0.4, 0.0], [0.1, 0.1, -0.1], [-0.2, 0.6, 0.1], [-0.6, 0.4, -0.2], [0.6, -0.3, 0.6], [0.3, -0.5, -0.4], [0.3, -0.2, 0.2]]}


# 2
{"formula": "C4H7OY", "method": "ωB97M-V/def2-TZVPD", "orbital_gap_ev": [5.922, 5.369], "charge": 2, "e_tot_ev": -7326.7791, "largest_force_ev_per_a": 3.53, "e_homo_ev": [-16.7, -16.0], "de_lowest_kcal_mol": 2.7, "species": ["C", "C", "C", "O", "Y", "H", "H", "H", "H", "C", "H", "H", "H"], "positions_angstrom": [[-0.49920, 1.16543, 0.30037], [0.12764, 0.09087, -0.58686], [0.92398, -0.98796, -0.03399], [2.27717, -0.87805, 0.02605], [2.85852, 0.38607, -1.49496], [-0.00061, 1.44256, 1.23933], [0.18251, 0.28267, -1.66571], [-0.91251, 1.97919, -0.30749], [0.65578, -2.00570, -0.35010], [-1.37485, -0.05842, 0.50970], [-1.65300, -0.18063, 1.55970], [-2.28484, -0.07013, -0.09783], [-0.30060, -1.16589, 0.90181]], "forces_ev_per_a": [[0.2, -1.1, -0.4], [0.3, 1.8, 1.2], [-2.0, -2.8, 0.9], [0.7, 1.6, -1.4], [-0.5, -0.9, 1.5], [0.1, 0.2, -0.7], [-0.5, 0.0, -0.7], [0.0, -0.3, 0.5], [0.0, 0.3, 0.2], [-0.5, 1.8, -0.4], [0.5, -0.7, 0.1], [0.6, -0.7, -0.3], [1.2, 0.8, -0.7]]}


# 3
{"formula": "C21H56F24HfO7P4", "method": "ωB97M-V/def2-TZVPD", "orbital_gap_ev": 10.491, "charge": 0, "e_tot_ev": -140727.5546, "largest_force_ev_per_a": 4.64, "e_homo_ev": -10.0, "species": ["Hf", "P", "F", "F", "F", "F", "F", "F", "P", "F", "F", "F", "F", "F", "F", "P", "F", "F", "F", "F", "F", "F", "P", "F", "F", "F", "F", "F", "F", "C", "C", "C", "O", "H", "H", "H", "H", "H", "H", "H", "H", "C", "C", "C", "O", "H", "H", "H", "H", "H", "H", "H", "H", "C", "C", "C", "O", "H", "H", "H", "H", "H", "H", "H", "H", "C", "C", "C", "O", "H", "H", "H", "H", "H", "H", "H", "H", "C", "C", "C", "O", "H", "H", "H", "H", "H", "H", "H", "H", "C", "C", "C", "O", "H", "H", "H", "H", "H", "H", "H", "H", "C", "C", "C", "O", "H", "H", "H", "H", "H", "H", "H", "H"], "positions_angstrom": [[10.81924, 10.83279, 13.35842], [10.82688, 9.54520, 10.23934], [11.39875, 10.23393, 9.00607], [10.19018, 10.96113, 10.75550], [9.44687, 9.09148, 9.71384], [10.36021, 8.99662, 11.78826], [11.55472, 8.18612, 10.02875], [12.14846, 10.10422, 11.17534], [8.48838, 7.94448, 15.19629], [7.57274, 6.76748, 15.48745], [8.68253, 8.65249, 16.61572], [9.80509, 7.13670, 15.38084], [9.86557, 9.55956, 14.60954], [8.64279, 7.80679, 13.58014], [7.36669, 9.07950, 14.83284], [12.61586, 10.20468, 16.96103], [11.61724, 8.95870, 16.58729], [11.31388, 11.04021, 17.41063], [13.11121, 9.67959, 18.26238], [13.42496, 11.60977, 16.89343], [13.68743, 9.55623, 15.96285], [11.89353, 11.09885, 14.98699], [10.84167, 13.98665, 12.24187], [12.07084, 14.90473, 12.10628], [11.49027, 13.29019, 13.60706], [9.98063, 14.87894, 13.25851], [9.78097, 12.72288, 12.44888], [10.09802, 14.42750, 10.99518], [11.72132, 12.74541, 11.47100], [11.52496, 15.89629, 17.66870], [11.58977, 15.22572, 16.30695], [12.94303, 15.56051, 15.68955], [11.38915, 13.78364, 16.36391], [12.31100, 15.47698, 18.31815], [10.58960, 15.54938, 18.14029], [11.60931, 16.99594, 17.61902], [10.79517, 15.58084, 15.65961], [13.07042, 16.63012, 15.54421], [13.10042, 14.99484, 14.76551], [13.75038, 15.20966, 16.35113], [12.21020, 13.31669, 16.53525], [8.52789, 11.91427, 17.01425], [8.41082, 12.14765, 15.52100], [7.96663, 13.58170, 15.27054], [9.72549, 12.11143, 14.97306], [7.60421, 12.03505, 17.55628], [9.33590, 12.53767, 17.41592], [8.87650, 10.88338, 17.14768], [7.69317, 11.48542, 14.99348], [7.88473, 13.79143, 14.20703], [8.71450, 14.29501, 15.62396], [7.04402, 13.88982, 15.76517], [10.29827, 12.84318, 15.37889], [6.73808, 9.73589, 11.64711], [7.56117, 10.97473, 11.78532], [6.67785, 12.10394, 12.22574], [8.64054, 10.57600, 12.74916], [5.89879, 9.87145, 10.97037], [6.36331, 9.50507, 12.65854], [7.34073, 8.86586, 11.37321], [8.00612, 11.19801, 10.80856], [7.31749, 12.97144, 12.41401], [6.15781, 11.90227, 13.16483], [5.95899, 12.31358, 11.43212], [8.32150, 9.71648, 13.01522], [14.99995, 10.06596, 9.03754], [15.07905, 9.14110, 10.23645], [16.24025, 8.22238, 10.13798], [15.07718, 9.88031, 11.50310], [15.24526, 9.60403, 8.06697], [15.70505, 10.89111, 9.14203], [13.96416, 10.47452, 8.99001], [14.14612, 8.57544, 10.21286], [16.27833, 7.51959, 10.97529], [17.15766, 8.82605, 10.15403], [16.19216, 7.59768, 9.22041], [15.91541, 10.34478, 11.53529], [13.82341, 7.61097, 13.73836], [12.57903, 7.82587, 12.96480], [11.76661, 6.56330, 13.05421], [11.90973, 8.96213, 13.64545], [14.37006, 6.72543, 13.42456], [13.64088, 7.58898, 14.80798], [14.40502, 8.51665, 13.57840], [12.86673, 8.05490, 11.94119], [10.73154, 6.75880, 12.81723], [11.69943, 6.25589, 14.10353], [12.06212, 5.73187, 12.41572], [11.88209, 8.63188, 14.56690], [15.25278, 11.61355, 14.25912], [14.07497, 12.28320, 13.48637], [14.57338, 13.07267, 12.33696], [13.15720, 11.24594, 12.98432], [15.71452, 10.82853, 13.64681], [14.87650, 11.08260, 15.12857], [16.07920, 12.28604, 14.52256], [13.62725, 12.97879, 14.19892], [15.39363, 13.75317, 12.58762], [13.75629, 13.59633, 11.86175], [14.96523, 12.36963, 11.59950], [13.67675, 10.80438, 12.24865], [11.61106, 13.42319, 8.07384], [12.75044, 14.43651, 8.05752], [14.07998, 13.84458, 8.45364], [12.85095, 15.06757, 6.77214], [11.50997, 12.91752, 9.04947], [11.72406, 12.60799, 7.33703], [10.70019, 13.99833, 7.92321], [12.51873, 15.20072, 8.79810], [14.24464, 12.96001, 7.82682], [14.08577, 13.51718, 9.48866], [14.88623, 14.55514, 8.31150], [12.89952, 14.39012, 6.09118]], "forces_ev_per_a": [[0.1, 0.7, -0.1], [0.4, 1.3, 4.4], [0.3, 0.2, -1.9], [-0.5, 0.1, -0.6], [-0.5, -0.4, -1.2], [-0.4, -0.3, -0.3], [0.2, -0.7, -0.7], [0.0, -0.5, -0.9], [0.5, 2.7, -1.3], [-1.0, -0.3, 0.3], [-0.4, -1.0, -1.1], [0.5, 0.0, 0.1], [-0.7, -0.1, 0.4], [-0.3, -0.6, 1.0], [0.5, -1.0, 0.8], [-2.3, 1.3, -3.2], [1.1, 1.2, 0.3], [1.4, -1.0, -0.1], [0.8, -0.6, 2.0], [-0.4, -1.2, 0.3], [-0.7, 0.5, 1.0], [0.5, -0.3, 1.3], [1.0, -3.5, 2.3], [0.3, 1.5, -0.1], [0.8, 0.1, 0.5], [0.3, 0.4, -1.0], [-1.5, -0.1, -0.3], [-0.6, 0.8, -1.5], [-0.5, 1.6, -0.5], [-0.7, -1.1, 0.7], [1.0, 0.0, -0.3], [0.3, -1.0, -0.1], [-0.4, 1.0, 0.3], [0.0, 0.3, -0.3], [0.1, 0.7, 0.0], [-0.2, -0.6, 0.0], [-0.2, 0.1, -0.1], [0.0, 0.0, -0.2], [-0.2, 0.5, -0.2], [-0.2, 0.2, 0.1], [0.3, 0.0, 0.1], [0.8, -1.3, -0.2], [-0.7, 1.9, 0.4], [-0.4, 0.8, -0.2], [0.5, -0.3, -0.6], [-0.3, 0.2, 0.1], [-0.4, 0.2, 0.0], [-0.2, 0.2, 0.2], [1.0, 0.0, 0.3], [-0.1, -0.1, 0.0], [0.2, -0.2, 0.2], [-0.2, -0.4, 0.0], [-0.6, -0.9, -0.3], [-0.2, -1.0, 0.8], [0.3, -0.6, -0.7], [1.0, 0.8, 0.7], [-1.4, 1.3, -0.7], [0.0, -0.1, -0.1], [-0.3, 0.0, -0.4], [-0.1, 0.1, -0.4], [0.3, 0.2, 0.6], [-0.4, 0.1, -0.3], [-0.1, -0.2, -0.1], [0.1, 0.1, 0.1], [0.3, -0.6, 0.6], [-0.7, 0.8, -0.2], [-1.0, 0.2, -0.3], [0.8, -0.9, 0.1], [-0.2, -0.8, -1.2], [-0.2, -0.2, 0.5], [0.0, 0.2, 0.1], [0.8, 0.0, -0.1], [0.0, -0.1, 0.5], [0.0, 0.2, 0.0], [0.1, -0.3, -0.2], [0.1, 0.6, 0.4], [0.3, 0.2, 0.1], [1.3, 1.0, 0.2], [0.2, -0.7, 0.0], [-1.7, 0.1, 0.4], [1.1, -2.1, -0.3], [0.0, 0.0, 0.0], [-0.1, -0.5, 0.1], [0.6, -0.2, 0.1], [-0.6, 0.5, 0.2], [-0.3, 0.1, -0.4], [0.4, -0.3, -0.1], [0.5, 0.2, 0.1], [-0.3, 0.7, -0.3], [-0.3, -0.6, -0.6], [1.2, -0.7, 1.3], [0.4, 0.1, -1.1], [1.4, 0.7, -0.1], [-0.1, 0.1, -0.1], [0.2, 0.4, 0.0], [-0.5, 0.2, 0.0], [-0.7, -0.6, -0.2], [-0.3, 0.0, 0.2], [0.2, 0.2, -0.1], [0.1, 0.1, -0.2], [-0.8, 0.4, 0.8], [0.0, -0.2, 0.5], [0.0, -0.4, 0.0], [0.0, -0.6, -0.3], [-0.1, 0.3, 0.4], [0.2, 0.3, -0.3], [0.0, 0.5, 0.0], [-0.3, -0.3, -0.3], [-0.2, 0.4, -0.3], [0.3, 0.0, 0.1], [-0.1, -0.1, 0.2], [0.1, 0.1, -0.1], [0.0, -0.1, 0.1]]}


# 4
{"formula": "C10H40ClO14", "method": "ωB97M-V/def2-TZVPD", "orbital_gap_ev": 9.705, "charge": -1, "e_tot_ev": -52196.9088, "largest_force_ev_per_a": 1.88, "e_homo_ev": -7.3, "de_lowest_kcal_mol": 72.7, "species": ["Cl", "O", "O", "O", "O", "C", "O", "H", "H", "H", "H", "C", "O", "H", "H", "H", "H", "C", "O", "H", "H", "H", "H", "C", "O", "H", "H", "H", "H", "C", "O", "H", "H", "H", "H", "C", "O", "H", "H", "H", "H", "C", "O", "H", "H", "H", "H", "C", "O", "H", "H", "H", "H", "C", "O", "H", "H", "H", "H", "C", "O", "H", "H", "H", "H"], "positions_angstrom": [[12.97979, 10.76039, 14.34670], [13.87677, 10.61575, 15.48723], [11.70971, 11.43347, 14.62469], [13.72927, 11.59282, 13.43292], [12.69983, 9.44466, 13.75802], [10.42940, 11.94820, 10.91182], [10.15079, 13.33638, 10.94949], [9.52283, 11.34575, 10.96922], [11.03465, 11.56696, 10.08937], [10.99354, 11.72496, 11.81737], [11.02149, 13.72424, 10.83528], [12.20263, 7.50027, 17.29148], [13.45500, 7.79345, 16.81049], [12.24940, 6.61339, 17.92343], [11.81938, 8.34790, 17.85957], [11.55301, 7.27872, 16.44471], [13.42680, 8.62652, 16.33426], [12.98399, 13.43238, 17.83276], [12.36938, 13.87044, 16.62502], [12.93881, 14.24623, 18.55643], [12.47144, 12.59642, 18.30875], [14.02080, 13.15772, 17.63861], [12.12402, 13.09135, 16.12062], [9.95534, 11.47177, 17.43591], [9.42613, 11.31424, 18.74123], [9.32628, 10.93980, 16.72220], [10.00515, 12.50727, 17.09921], [10.94355, 11.02158, 17.34165], [8.65422, 11.88211, 18.79848], [14.84327, 6.25475, 14.25487], [13.62904, 5.77192, 14.88661], [15.67320, 6.10919, 14.94633], [15.04181, 5.72283, 13.32442], [14.73305, 7.31913, 14.04735], [13.47641, 6.42540, 15.57309], [9.49292, 8.81112, 14.39851], [8.18566, 8.24628, 14.37636], [9.34879, 9.75398, 13.87094], [9.90729, 9.07071, 15.37269], [10.20270, 8.14892, 13.90273], [7.57248, 8.85422, 14.79589], [12.64979, 6.38743, 11.80239], [12.62521, 7.04782, 10.53572], [13.40791, 5.60567, 11.75539], [12.83017, 7.10495, 12.60284], [11.70234, 5.89064, 12.01129], [11.77391, 7.48770, 10.47759], [16.07747, 14.01553, 15.54139], [16.04860, 13.63588, 14.21205], [15.82787, 13.21540, 16.23824], [17.00917, 14.46433, 15.88578], [15.26005, 14.70695, 15.74600], [15.18677, 13.23647, 14.07308], [17.24902, 10.51867, 13.96994], [16.67354, 9.30662, 14.44820], [16.90220, 10.73736, 12.96000], [16.95792, 11.24815, 14.72572], [18.33698, 10.46800, 14.01326], [15.75822, 9.48406, 14.67690], [13.80384, 9.73907, 10.53687], [14.12736, 9.30263, 9.20968], [12.76182, 10.05665, 10.57495], [14.10831, 8.94318, 11.21654], [14.41216, 10.62734, 10.70720], [14.25278, 10.08357, 8.66561]], "forces_ev_per_a": [[0.3, 0.0, -1.7], [-1.1, -0.5, 0.8], [0.9, -0.6, 0.8], [-0.3, 0.0, -0.6], [0.2, 1.2, 0.8], [0.2, -0.8, 1.3], [0.0, -0.1, -0.9], [-0.2, 0.4, -0.2], [-0.1, 0.5, -0.5], [0.1, -0.4, 0.1], [-0.1, 0.5, 0.1], [-1.3, -0.1, 0.1], [1.9, 0.0, -0.2], [0.1, 0.1, 0.1], [-0.4, -0.1, 0.2], [-0.5, 0.0, 0.1], [0.1, 0.4, -0.2], [-0.1, 0.2, -0.2], [-0.1, 0.1, 0.5], [0.1, 0.2, -0.1], [-0.1, -0.2, -0.2], [0.1, -0.1, 0.2], [0.0, -0.2, -0.4], [-0.3, -0.3, -0.8], [0.3, 0.2, 0.2], [-0.1, -0.1, -0.2], [0.1, 0.1, 0.2], [0.0, 0.1, 0.4], [0.0, 0.0, 0.1], [-0.7, -0.1, 0.8], [0.7, -0.2, -1.1], [0.2, 0.1, -0.1], [-0.2, -0.1, 0.2], [0.2, 0.0, -0.2], [-0.1, 0.2, 0.4], [-0.4, 1.0, -0.5], [-0.1, -1.0, 0.5], [1.0, 0.1, -0.3], [-0.3, -0.3, 0.3], [-0.3, 0.1, -0.1], [0.1, 0.1, 0.0], [-0.3, 0.1, -0.2], [-0.2, -0.4, 0.1], [0.1, 0.3, 0.1], [0.2, -0.2, 0.1], [-0.1, -0.1, 0.0], [0.1, 0.2, -0.1], [-1.1, 0.4, 1.5], [0.6, -0.1, -0.7], [0.4, -0.6, 0.0], [0.2, -0.1, -0.6], [0.0, 0.6, 0.0], [-0.2, -0.3, -0.3], [-0.5, -0.2, 1.1], [0.5, -0.7, -0.3], [0.0, 0.3, 0.1], [0.1, 0.7, -0.7], [0.0, -0.4, -0.2], [-0.2, 0.2, 0.0], [0.9, 0.6, -0.8], [-0.1, -0.3, -0.3], [-0.1, -0.4, 0.5], [-0.5, 0.3, 0.0], [0.0, 0.1, 0.6], [0.0, 0.0, 0.0]]}